# 1
C49H35AsN10O2STi | wB97M-V/def2-TZVPD

The geometry in XYZ format:
```
99
Properties=species:S:1:pos:R:3:forces:R:3:mulliken_spin:R:1
Ti 0.495690 0.295988 -0.643420 0.241 0.264 -0.483 0.096
C 4.640833 -3.821246 -3.707687 0.006 -0.016 0.001 -0.015
C 4.983856 -4.173324 -2.403860 0.008 -0.003 0.007 0.025
C 4.444920 -3.502209 -1.311764 0.015 0.002 -0.039 -0.018
C 3.541003 -2.482937 -1.555105 0.046 -0.013 0.057 0.022
C 2.811500 -1.541372 -0.613412 0.039 -0.049 -0.012 -0.011
N 3.737130 -0.718507 0.098947 -0.039 -0.085 0.024 0.081
C 3.264131 0.323369 0.680103 -0.014 -0.061 -0.008 -0.004
C 4.070342 1.104495 1.632339 0.015 -0.040 -0.030 0.042
C 5.387931 0.962607 2.033301 -0.012 0.031 0.009 -0.030
C 5.858988 1.833846 3.002655 0.006 0.000 0.003 0.041
C 5.022929 2.811823 3.554359 -0.007 -0.003 -0.002 -0.024
C 3.705744 2.944970 3.149745 -0.007 -0.036 -0.032 0.045
C 3.241524 2.068958 2.176022 -0.002 0.073 0.055 -0.010
C 1.945578 1.944897 1.524646 -0.149 0.034 -0.013 0.165
N 0.952831 2.728719 1.774113 0.103 -0.049 0.046 -0.093
C -0.139695 2.724119 0.999920 -0.044 -0.027 -0.056 0.170
N -0.238373 2.118267 -0.239556 -0.218 0.172 0.065 0.033
C -1.365792 2.612261 -0.876635 0.067 0.201 0.124 -0.148
N -1.648304 2.473736 -2.156644 0.084 -0.052 -0.153 0.181
C -0.859424 1.767131 -2.956199 -0.093 0.083 0.165 -0.055
N 0.174567 0.903406 -2.588680 -0.003 0.100 0.146 0.007
C 0.718884 0.395765 -3.743638 0.109 -0.218 0.015 0.232
N 1.685202 -0.542374 -3.857540 -0.009 0.045 0.025 -0.063
C 2.204159 -1.066955 -2.798951 -0.069 0.014 0.043 0.122
N 1.892392 -0.803188 -1.494918 0.239 -0.044 -0.089 0.032
C 3.205017 -2.139278 -2.850112 -0.027 0.016 -0.053 -0.003
C 3.743711 -2.792165 -3.946520 0.003 0.014 0.035 0.033
C 0.053070 0.945480 -4.870078 -0.094 0.039 -0.086 -0.040
C 0.222369 0.758280 -6.252355 0.013 -0.005 0.089 0.058
C -0.619384 1.428975 -7.102395 -0.050 0.044 -0.017 -0.039
C -1.631795 2.287351 -6.604973 0.025 -0.026 -0.069 0.065
C -1.804922 2.477897 -5.257110 0.041 -0.015 0.080 -0.060
C -0.952988 1.791646 -4.377525 -0.033 -0.023 -0.116 0.058
C -2.079142 3.443930 0.047925 0.091 0.041 -0.106 0.047
C -3.301172 4.116779 -0.040615 -0.003 0.029 0.014 -0.077
C -3.730248 4.836177 1.052378 -0.012 -0.001 -0.010 0.078
C -2.945960 4.916496 2.226280 -0.005 0.010 0.004 -0.066
C -1.731874 4.275878 2.316636 -0.020 -0.012 0.004 0.089
C -1.300780 3.515330 1.219762 0.055 0.056 -0.009 -0.011
N 1.992296 0.874203 0.610351 0.150 0.011 0.274 0.023
H 5.077803 -4.360705 -4.538801 0.006 -0.002 -0.002 0.000
H 5.683661 -4.982597 -2.236867 0.006 -0.005 -0.001 0.002
H 4.728110 -3.783535 -0.309138 0.006 -0.012 0.014 -0.001
H 6.014569 0.197808 1.596058 0.025 -0.031 -0.019 0.000
H 6.884517 1.760780 3.341003 0.017 -0.002 0.009 0.003
H 5.417442 3.475492 4.312936 0.018 0.020 0.022 -0.001
H 3.052199 3.697704 3.567849 -0.022 0.019 0.013 0.003
H 3.456063 -2.499673 -4.946884 -0.009 0.011 -0.021 0.002
H 0.996504 0.099298 -6.621528 0.022 -0.019 -0.005 0.005
H -0.514744 1.304126 -8.173171 -0.004 0.002 -0.011 -0.002
H -2.278298 2.799404 -7.307467 0.000 0.002 -0.007 0.005
H -2.573536 3.133812 -4.870417 -0.017 0.015 0.014 0.000
H -3.892813 4.054565 -0.944311 -0.015 0.004 -0.032 -0.004
H -4.680351 5.354950 1.016286 -0.007 0.003 0.004 0.006
H -3.308787 5.500486 3.063674 -0.008 0.004 0.002 -0.004
H -1.121446 4.342216 3.208240 0.020 0.001 0.015 0.004
O 1.905092 -2.200853 0.283458 0.033 -0.050 0.106 -0.008
C 2.236717 -2.984549 1.336726 -0.061 -0.005 -0.111 0.008
C 3.513696 -3.115622 1.876138 -0.118 -0.002 0.005 -0.004
C 3.721570 -3.954273 2.961124 0.036 0.009 0.011 0.000
C 2.672305 -4.648964 3.541332 -0.017 -0.016 0.014 0.000
C 1.397728 -4.488687 3.024453 0.009 0.041 -0.039 0.000
C 1.155580 -3.678169 1.920480 0.090 0.015 -0.039 -0.001
C -0.229229 -3.480769 1.477949 -0.043 0.077 -0.062 0.001
N -0.514064 -2.988657 0.344270 -0.097 0.110 -0.017 0.001
N -1.846869 -2.704259 0.136036 0.011 0.017 -0.048 0.000
C -2.030185 -1.540495 -0.379901 0.024 -0.075 0.327 0.001
O -1.095532 -0.633854 -0.576603 -0.188 -0.368 -0.032 -0.010
C -3.416754 -1.127826 -0.719726 -0.117 -0.140 -0.111 0.005
C -3.642730 0.028034 -1.456215 0.021 -0.070 -0.094 -0.002
C -4.940275 0.426117 -1.748176 0.051 0.001 0.016 -0.005
C -6.017330 -0.324283 -1.303617 -0.014 -0.004 0.030 0.001
C -5.793079 -1.484119 -0.568789 -0.062 0.028 0.000 -0.001
C -4.501641 -1.885905 -0.278684 0.067 -0.003 -0.071 0.000
H 4.323564 -2.538530 1.460917 0.057 0.056 -0.028 -0.003
H 4.721449 -4.045819 3.366067 0.023 -0.006 0.009 0.000
H 2.840670 -5.290753 4.395912 0.007 -0.001 0.005 0.000
H 0.556204 -4.995398 3.483134 -0.008 -0.008 0.002 0.000
H -1.010702 -3.708636 2.208361 -0.034 0.018 0.010 0.000
H -2.807303 0.627748 -1.794797 -0.149 -0.123 0.015 0.011
H -5.097775 1.330526 -2.321313 -0.007 0.018 -0.014 0.000
H -7.029231 -0.010061 -1.525302 -0.021 0.006 -0.006 0.000
H -6.630129 -2.076078 -0.220150 -0.019 -0.003 0.001 0.000
H -4.313185 -2.787863 0.287151 0.009 -0.013 0.000 0.000
C -2.599195 1.132813 4.646290 -0.011 -0.055 0.014 -0.001
As -2.314726 0.066712 3.058528 -0.088 -0.018 -0.119 0.001
C -3.313559 -1.556283 3.388273 0.016 -0.003 0.061 0.000
C -3.315647 0.952744 1.662558 0.004 0.037 0.101 0.008
S -0.300615 -0.277853 2.690449 0.097 -0.090 0.074 0.002
H -3.649906 1.407054 4.735511 -0.017 -0.006 0.006 0.000
H -1.985310 2.026601 4.560486 0.004 0.020 -0.029 0.000
H -2.282010 0.555632 5.514056 0.006 0.024 -0.021 0.000
H -4.347235 -1.312302 3.634771 -0.009 -0.007 0.004 0.000
H -2.843486 -2.094842 4.210726 -0.017 0.008 -0.031 0.000
H -3.277817 -2.163681 2.483639 0.041 0.024 0.003 0.000
H -4.186733 0.349901 1.404759 0.003 0.061 0.056 0.000
H -2.682342 1.060794 0.786011 0.003 -0.033 0.098 -0.001
H -3.617624 1.941354 2.006457 0.000 0.014 0.008 -0.001
```
Forces are in eV/Å.

Multiplicity   2
Charge   -1
Energy relative to the best compared isomer or geometry (same formula, charge and spin)   43.4 kcal/mol
Maximum force   0.0117 Eh/bohr
Expectation value of S²   0.885
Electronic energy   -165173.3703 eV
Frontier orbital gap (alpha / beta)   4.90 / 5.12 eV


# 2
C5H7NO | wB97M-V/def2-TZVPD

The geometry in XYZ format:
```
14
Properties=species:S:1:pos:R:3:forces:R:3:nbo_charge:R:1
C 1.619665 0.988497 0.151001 0.044 0.070 -0.007 -0.595
C 0.558852 -0.100558 -0.055459 -0.054 0.135 0.173 -0.305
C -0.326594 -0.435433 1.095980 -0.114 -0.163 -0.253 0.229
N -1.500294 -0.704485 0.662287 0.111 0.111 0.122 -0.482
C -1.647878 -0.456669 -0.886226 -0.015 0.010 -0.109 0.562
O -2.726394 -0.711885 -1.389843 0.099 0.113 0.175 -0.664
C -0.391138 0.000643 -1.201608 0.092 -0.080 -0.044 -0.506
H 2.505707 0.743057 -0.437682 -0.083 0.080 0.016 0.220
H 1.938491 1.069845 1.197031 -0.077 -0.051 -0.158 0.207
H 1.261835 1.962773 -0.188734 -0.077 -0.117 0.144 0.225
H -0.021958 -0.558744 2.132546 -0.051 0.049 -0.129 0.209
H -2.271816 -1.057105 1.219240 0.082 0.050 -0.037 0.421
H -0.113778 0.320771 -2.196631 0.013 -0.151 0.152 0.232
H 1.115300 -1.060706 -0.101901 0.029 -0.056 -0.044 0.247
```
Forces are in eV/Å.

Multiplicity   1
Energy relative to the best compared isomer or geometry (same formula, charge and spin)   40.4 kcal/mol
Maximum force   0.0063 Eh/bohr
Electronic energy   -8834.4503 eV
Frontier orbital gap   7.46 eV


# 3
C9H17BrO2Si | wB97M-V/def2-TZVPD

The geometry in XYZ format:
```
30
Properties=species:S:1:pos:R:3:forces:R:3:nbo_charge:R:1
C -2.380653 -2.680965 -0.460607 0.283 0.235 -0.316 -0.132
C -1.178303 -2.872104 -1.045654 0.159 -0.491 -0.093 -0.269
C -0.844406 -1.842138 -1.981376 -0.930 0.698 0.082 -0.095
C -1.362143 -0.094100 1.001035 -0.072 -1.538 1.612 0.490
C -0.289079 -4.027438 -0.695747 0.096 0.056 0.109 -0.653
C -1.886871 1.446223 -0.794100 0.436 0.222 -0.339 -0.301
C 0.563107 2.916756 1.888813 0.200 -0.594 -0.465 -1.126
C 1.485032 2.010939 -0.966693 -0.264 -0.360 0.525 -1.133
C 2.604878 0.556545 1.520985 -0.570 0.385 -0.314 -1.121
O -2.196920 0.445291 0.184547 -0.429 0.626 -0.545 -0.509
O -0.107463 0.288862 0.991978 -0.473 0.228 -0.918 -0.894
Si 1.079522 1.433208 0.806611 1.165 0.956 0.228 1.841
Br 0.959387 -1.751156 -2.442074 0.435 -0.234 0.006 0.050
H -2.744630 -3.321015 0.324115 -0.009 -0.180 0.232 0.197
H -2.994372 -1.841168 -0.737767 -0.053 0.106 -0.130 0.222
H -0.818702 -4.767179 -0.101793 -0.025 -0.065 0.047 0.217
H 0.569674 -3.668090 -0.125558 0.050 -0.099 -0.026 0.229
H 0.084692 -4.499377 -1.604904 0.048 -0.046 0.063 0.223
H -1.188239 1.033854 -1.526100 -0.119 0.040 0.023 0.212
H -1.458733 2.330646 -0.319743 -0.075 -0.001 -0.028 0.180
H -2.831247 1.696952 -1.274424 0.131 -0.021 0.066 0.209
H 0.132857 2.578214 2.826276 -0.050 -0.143 0.154 0.245
H 1.421415 3.537125 2.127505 0.214 0.102 -0.004 0.240
H -0.170548 3.555082 1.404052 -0.125 0.056 -0.150 0.233
H 1.678658 1.169407 -1.631835 -0.022 -0.093 0.021 0.249
H 0.708641 2.619644 -1.422908 -0.115 0.060 0.026 0.235
H 2.392428 2.613764 -0.943997 0.104 0.052 0.141 0.243
H 2.425291 0.197157 2.529753 -0.129 -0.020 0.154 0.243
H 2.893739 -0.297824 0.914005 -0.038 -0.114 -0.149 0.242
H 3.452990 1.232883 1.555602 0.177 0.176 -0.013 0.233
```
Forces are in eV/Å.

Multiplicity   1
Energy relative to the best compared isomer or geometry (same formula, charge and spin)   0.0 kcal/mol
Maximum force   0.0434 Eh/bohr
Electronic energy   -91619.9033 eV
Frontier orbital gap   7.31 eV


# 4
C5H5ClO2 | wB97M-V/def2-TZVPD

The geometry in XYZ format:
```
13
Properties=species:S:1:pos:R:3:forces:R:3:nbo_charge:R:1
C -0.571419 0.913426 -0.341222 -0.408 -0.632 -1.338 0.009
C -2.108404 0.795006 -0.249783 -0.463 -0.359 -1.098 -0.340
C -2.402720 -0.513755 0.073503 -4.227 3.634 -1.209 0.146
C -0.217320 -0.599974 -0.083657 -2.377 0.546 -0.267 0.247
C 0.961913 -1.104980 0.105443 3.575 -1.968 0.198 -0.242
H 1.180864 0.872717 1.288997 -3.532 2.737 -2.536 0.433
H -0.286069 1.390813 -1.371402 -0.282 -1.535 1.305 0.191
H -2.785398 1.617084 -0.798672 1.363 -2.183 2.038 0.246
H -3.502762 -0.879537 0.178984 2.406 0.228 -0.146 0.214
H 1.390626 -2.145034 0.372276 -1.520 1.938 -0.388 0.263
O 0.034341 1.719132 0.601953 3.292 -1.905 3.070 -0.696
O -1.421623 -1.386891 0.147297 3.248 0.205 0.104 -0.459
Cl 2.419335 -0.026606 -0.158229 -1.074 -0.704 0.267 -0.013
```
Forces are in eV/Å.

Multiplicity   1
Energy relative to the best compared isomer or geometry (same formula, charge and spin)   131.4 kcal/mol
Maximum force   0.1109 Eh/bohr
Electronic energy   -21877.3504 eV
Frontier orbital gap   8.62 eV


# 5
CH5N2S | wB97M-V/def2-TZVPD

The geometry in XYZ format:
```
9
Properties=species:S:1:pos:R:3:forces:R:3:nbo_charge:R:1
C -1.571885 -0.061764 0.455653 3.183 1.087 0.017 0.155
N 1.739888 0.469258 -0.356807 -1.953 3.359 -0.895 -0.888
N -0.701842 -0.593187 -0.305368 -2.462 -0.530 0.527 -0.553
S 2.980665 -0.148691 0.218604 2.115 -1.053 0.853 0.591
H -2.462752 -0.493232 0.735787 -2.041 -0.923 0.262 0.227
H 1.784007 1.545394 -0.482571 0.259 -1.852 0.093 0.377
H -0.747680 -1.466562 -0.796491 -0.650 -0.580 -0.139 0.437
H 0.156218 -0.108161 -0.401417 2.444 0.877 -0.469 0.433
H -1.176620 0.856942 0.932607 -0.895 -0.385 -0.250 0.222
```
Forces are in eV/Å.

Multiplicity   1
Charge   +1
Energy relative to the best compared isomer or geometry (same formula, charge and spin)   58.5 kcal/mol
Maximum force   0.0775 Eh/bohr
Electronic energy   -14923.9281 eV
Frontier orbital gap (alpha / beta)   7.41 / 7.41 eV


# 6
C8H10F6O4 | wB97M-V/def2-TZVPD

The geometry in XYZ format:
```
28
Properties=species:S:1:pos:R:3:forces:R:3:nbo_charge:R:1
C -8.479844 12.240869 -35.546347 0.499 1.612 0.623 -0.641
C -8.640732 11.780888 -34.068503 1.455 0.105 -2.014 -0.079
O -9.924633 11.257291 -33.930652 0.023 -0.117 2.675 -0.484
C -10.632462 11.608301 -32.835864 0.146 2.159 -0.869 0.705
O -10.484964 12.636940 -32.184968 -0.456 -2.763 -0.986 -0.543
C -11.754523 10.528023 -32.659477 0.470 -0.107 1.090 0.902
F -11.958376 9.791404 -33.785364 -0.792 -6.273 10.694 -0.282
F -11.285391 9.811410 -31.584676 -0.250 -0.545 -1.139 -0.324
F -12.887449 11.071139 -32.217202 -0.059 -0.059 -0.769 -0.301
H -8.965293 13.204677 -35.699672 -0.749 -0.088 0.169 0.213
H -8.771480 11.616502 -36.390861 -0.012 -0.524 0.601 0.225
H -7.463635 12.602560 -35.703255 0.439 -0.638 0.033 0.216
H -8.412065 12.581977 -33.365602 -0.276 0.049 -0.140 0.211
H -7.958138 10.951568 -33.883048 0.121 0.001 0.103 0.183
C -16.946111 13.324110 -35.377719 1.300 -0.124 -0.577 -0.639
C -16.313562 11.901458 -35.299644 -0.879 -0.263 1.242 -0.074
O -15.002626 11.808627 -35.833436 2.634 0.815 -0.806 -0.483
C -14.127732 10.910212 -35.375703 -1.558 -3.264 2.641 0.688
O -14.427298 10.028538 -34.530306 1.073 3.002 -2.946 -0.564
C -12.644073 10.914870 -36.011461 -0.470 0.566 1.016 0.922
F -12.481066 9.885906 -36.870412 0.027 0.267 1.189 -0.306
F -12.430288 12.012201 -36.693028 -0.058 1.009 -0.733 -0.304
F -11.705332 10.911540 -34.997165 -1.608 6.048 -11.005 -0.312
H -17.985159 13.350615 -35.049412 0.043 -0.347 -0.333 0.230
H -16.787538 13.782526 -36.353854 -0.642 -0.463 -0.437 0.221
H -16.433735 14.084624 -34.788496 0.302 -0.524 0.690 0.221
H -16.831647 11.089742 -35.810346 -0.686 0.444 -0.092 0.195
H -16.259645 11.589058 -34.256763 -0.039 0.020 0.081 0.204
```
Forces are in eV/Å.

Multiplicity   1
SMILES string   CCOC(=O)C(F)(F)F.CCOC(=O)C(F)(F)F
Energy relative to the best compared isomer or geometry (same formula, charge and spin)   107.2 kcal/mol
Maximum force   0.2462 Eh/bohr
Electronic energy   -32949.1054 eV
Frontier orbital gap   11.82 eV